# 1
The following is a quantum chemistry calculation of a 2-piece molecular cluster, C9H14OS overall in a non-equilibrium geometry, from the Open Molecules 2025 dataset.

The value obtained for the HOMO energy is -8.12 eV. Its lowest unoccupied orbital energy is 0.0311 Eh. The HOMO-LUMO gap comes out at 8.96 eV. The energy relative to the best compared isomer or geometry (same formula, charge and spin) is 2.3429 eV.

Geometry as XYZ:
```
25
C9H14OS | the Open Molecules 2025 dataset | wB97M-V/def2-TZVPD
C 1.40975 0.48396 1.03096
C 2.49379 -0.27785 1.13837
C 2.22552 1.57324 -0.97041
C 1.26319 1.41433 -0.06783
C -3.22186 -0.84856 0.66171
C 3.61657 -0.26566 0.14643
C 3.52807 0.83681 -0.92864
C -4.30290 -1.57842 -0.07670
C -2.82352 0.51997 0.22040
O -1.80443 -1.15700 -1.62203
S -1.59101 -0.77394 -0.22520
H 0.61761 0.42736 1.76365
H 2.60407 -0.98131 1.95220
H 2.11234 2.27594 -1.78390
H -3.13237 -1.05717 1.71935
H 4.55871 -0.16957 0.69625
H 3.63993 -1.25244 -0.33066
H 3.70260 0.39940 -1.91756
H 4.32421 1.57596 -0.77783
H -4.42683 -2.58433 0.31601
H -4.01668 -1.65386 -1.12763
H -5.25579 -1.05502 -0.01586
H 0.34263 1.97644 -0.13555
H -3.33762 0.93244 -0.63329
H -2.52597 1.23930 0.96778
```

Here are the Mulliken charges for atoms 1 to 8, given in e: -0.241 -0.519 -0.527 -0.227 0.074 -0.563 -0.618 -1.209

# 2
The following is a quantum chemistry calculation of one molecule with the formula C20H16BrN7S in a non-equilibrium geometry, from the Open Molecules 2025 dataset.

The value obtained for the HOMO energy is -8.42 eV. Its lowest unoccupied orbital energy is 0.0054 Eh. The HOMO-LUMO gap comes out at 8.57 eV. Its SMILES is Cc1cc(Nc2ccc(Br)cc2)n2nc(SCc3nc4ccccc4[nH]3)nc2n1.

Geometry as XYZ:
```
45
C20H16BrN7S | the Open Molecules 2025 dataset | wB97M-V/def2-TZVPD
C -4.20998 0.96051 -0.33740
C -2.94496 0.84983 0.43017
C -2.43479 -0.49786 0.58028
C -1.30817 -0.70304 1.36026
N -0.79612 -2.00619 1.61646
C -0.83818 -3.07965 0.74894
C -1.07582 -4.33687 1.27486
C -1.22468 -5.38416 0.38706
C -1.03400 -5.23226 -0.96592
Br -1.40409 -6.71425 -2.05438
C -0.66626 -3.98440 -1.46804
C -0.60837 -2.88317 -0.60690
N -0.72999 0.43689 1.92348
N 0.42558 0.50021 2.60213
C 0.55637 1.79005 2.78469
S 1.98461 2.54542 3.50015
C 2.45261 3.72323 2.18171
C 2.55564 3.07219 0.82771
N 3.61343 2.52880 0.23981
C 3.12859 2.05923 -0.97492
C 3.83679 1.34134 -1.96535
C 3.11356 0.87393 -3.07288
C 1.76376 1.22446 -3.26565
C 1.08917 1.95852 -2.27436
C 1.80515 2.31360 -1.14207
N 1.44995 2.96618 -0.00881
N -0.42193 2.56207 2.19051
C -1.20387 1.70495 1.62765
N -2.32776 1.90207 0.86658
H -4.84800 0.08905 -0.13588
H -4.01024 0.99171 -1.41779
H -4.79210 1.84124 -0.02435
H -2.91135 -1.36435 0.12719
H 0.02450 -1.94522 2.23265
H -1.26539 -4.55290 2.31929
H -1.47714 -6.35608 0.75032
H -0.42178 -3.83958 -2.50745
H -0.29651 -1.89005 -0.97293
H 3.41137 4.15397 2.40986
H 1.76632 4.53886 2.13142
H 4.85688 1.06373 -1.77744
H 3.63477 0.29882 -3.83474
H 1.22644 0.94152 -4.16410
H 0.04681 2.20487 -2.36064
H 0.50917 3.33279 0.21881
```

Here are the Mulliken charges for atoms 1 to 8, given in e: -1.205 0.815 -0.480 0.453 -0.136 -0.116 -0.655 -0.287